Record 1
{
  "formula": "C38H65F24NO21S6",
  "method": "wB97M-V/def2-TZVPD",
  "e_homo_ev": -8.14,
  "orbital_gap_ev": 7.99,
  "energy_ev": -215137.6458,
  "species": ["S", "S", "S", "S", "S", "S", "F", "F", "F", "F", "F", "F", "F", "F", "F", "F", "F", "F", "F", "F", "F", "F", "F", "F", "F", "F", "F", "F", "F", "F", "O", "O", "O", "O", "O", "O", "O", "O", "O", "O", "O", "O", "O", "O", "O", "O", "O", "O", "O", "O", "O", "N", "C", "C", "C", "C", "C", "C", "C", "C", "C", "C", "C", "C", "C", "C", "C", "C", "C", "C", "C", "C", "C", "C", "C", "C", "C", "C", "C", "C", "C", "C", "C", "C", "C", "C", "C", "C", "C", "C", "H", "H", "H", "H", "H", "H", "H", "H", "H", "H", "H", "H", "H", "H", "H", "H", "H", "H", "H", "H", "H", "H", "H", "H", "H", "H", "H", "H", "H", "H", "H", "H", "H", "H", "H", "H", "H", "H", "H", "H", "H", "H", "H", "H", "H", "H", "H", "H", "H", "H", "H", "H", "H", "H", "H", "H", "H", "H", "H", "H", "H", "H", "H", "H", "H"],
  "xyz": [[-13.73, -2.43, 8.72], [-22.18, -3.69, 9.81], [-20.45, -1.82, 13.74], [-13.58, -6.21, 9.56], [-13.92, -6.55, 13.25], [-17.33, -6.09, 5.99], [-15.29, -3.62, 15.22], [-14.49, 1.56, 10.60], [-16.34, 1.83, 8.57], [-15.60, -1.64, 6.21], [-19.16, -1.52, 10.28], [-16.23, 1.59, 17.19], [-15.63, -1.73, 18.05], [-14.69, -0.63, 10.63], [-15.38, -1.86, 13.95], [-17.25, -3.03, 7.86], [-18.18, -2.38, 13.75], [-17.97, -4.19, 14.87], [-16.32, -0.27, 8.30], [-15.16, 0.59, 4.44], [-17.15, 0.82, 5.38], [-20.04, -2.79, 8.56], [-20.54, -3.01, 6.44], [-20.34, -0.43, 7.70], [-21.72, -1.16, 9.24], [-20.01, 0.21, 11.23], [-14.31, 0.50, 17.11], [-18.45, -4.75, 7.45], [-17.44, -0.60, 18.36], [-15.74, -2.07, 4.06], [-12.75, -3.43, 9.17], [-21.66, -3.59, 8.46], [-13.14, -6.36, 14.74], [-18.08, -5.61, 4.83], [-18.39, -6.69, 7.17], [-16.68, -1.14, 16.26], [-14.91, -7.67, 13.40], [-13.59, -1.01, 9.07], [-18.60, 0.59, 9.53], [-13.11, -7.00, 8.50], [-14.59, -5.14, 9.38], [-20.25, -2.17, 12.34], [-23.46, -4.34, 10.03], [-20.05, -2.75, 14.81], [-21.14, -4.52, 10.80], [-22.04, -1.40, 13.97], [-17.66, -2.01, 5.17], [-13.89, -2.64, 7.06], [-12.92, -6.58, 12.19], [-16.28, -5.26, 6.61], [-14.14, -7.28, 10.68], [-17.02, -4.17, 12.15], [-17.72, -3.47, 5.63], [-13.11, -4.19, 5.33], [-19.08, -3.49, 11.11], [-13.04, -6.42, 17.04], [-12.23, -5.53, 10.45], [-20.77, -0.24, 9.00], [-17.24, -4.30, 9.78], [-24.08, -0.84, 15.25], [-17.49, -2.95, 14.74], [-16.39, 0.02, 4.58], [-15.55, 0.54, 17.70], [-17.60, -2.26, 16.13], [-16.35, -0.73, 17.63], [-16.24, -8.11, 9.98], [-17.80, -6.91, 8.42], [-22.14, -2.07, 10.63], [-16.15, 0.68, 9.21], [-14.07, -3.95, 6.53], [-13.95, -6.31, 15.86], [-16.51, -4.51, 10.97], [-15.44, -2.90, 9.11], [-17.33, 0.63, 10.19], [-16.00, -3.02, 14.30], [-18.24, -3.49, 7.08], [-18.91, -7.05, 9.53], [-16.34, -1.43, 5.07], [-18.31, -3.71, 12.28], [-21.52, -4.77, 12.14], [-20.75, -5.98, 12.66], [-19.55, -2.65, 7.31], [-19.61, -0.25, 10.08], [-18.52, -3.77, 9.90], [-16.56, -7.77, 5.53], [-14.81, -4.91, 13.15], [-19.66, -0.19, 14.13], [-14.82, 0.46, 9.91], [-22.55, -1.05, 15.26], [-15.46, -7.32, 11.02], [-21.37, -3.86, 12.73], [-16.22, -8.22, 6.46], [-13.82, -4.68, 7.29], [-16.81, -4.05, 5.53], [-22.03, -0.19, 15.67], [-22.57, -5.03, 12.26], [-16.03, -7.70, 8.99], [-14.94, -4.67, 12.10], [-17.33, -8.09, 10.11], [-15.12, -3.94, 6.23], [-20.05, -3.03, 11.10], [-15.61, -7.83, 11.97], [-18.65, -0.34, 13.76], [-11.64, -6.28, 11.00], [-16.80, -4.64, 8.85], [-19.52, -6.15, 9.58], [-21.36, 0.66, 9.11], [-12.43, -7.32, 16.97], [-17.50, -3.02, 16.90], [-17.30, 1.50, 10.85], [-24.53, -1.82, 15.14], [-18.56, -1.77, 16.25], [-15.82, -6.30, 11.19], [-16.86, 0.05, 3.60], [-22.65, -2.13, 11.59], [-22.71, -1.38, 10.01], [-15.79, -5.09, 13.60], [-21.07, -6.30, 13.66], [-16.00, -1.97, 9.02], [-18.47, -7.33, 10.49], [-13.60, -4.89, 4.66], [-15.34, -3.27, 10.13], [-20.96, -6.76, 11.92], [-13.72, -6.42, 17.89], [-19.53, -7.92, 9.34], [-20.16, 0.68, 13.69], [-22.36, -1.88, 15.94], [-14.56, -5.41, 15.95], [-17.27, -7.86, 8.51], [-17.32, -0.30, 10.77], [-18.40, -4.09, 5.05], [-12.88, -3.26, 4.81], [-24.42, -0.20, 14.44], [-24.45, -0.36, 16.16], [-12.10, -4.46, 5.64], [-15.34, 0.79, 18.74], [-14.18, -4.22, 13.72], [-14.60, -7.18, 15.85], [-11.65, -5.12, 9.63], [-19.11, -3.50, 9.04], [-17.25, -6.02, 8.73], [-15.77, -7.46, 4.85], [-12.36, -5.59, 17.24], [-17.38, -8.35, 5.10], [-12.59, -4.70, 11.05], [-15.91, -9.15, 9.98], [-13.99, 0.32, 9.22], [-15.99, -3.75, 13.50], [-15.75, -3.70, 8.44], [-21.09, -1.80, 10.75], [-15.48, -4.85, 11.04], [-19.69, -5.76, 12.70], [-19.58, -0.15, 15.22], [-19.33, -1.59, 7.18], [-18.78, -3.48, 13.22]]
}

---

Record 2
{
  "formula": "C20H46N7O13PbS",
  "method": "wB97M-V/def2-TZVPD",
  "e_homo_ev": -11.02,
  "orbital_gap_ev": 6.61,
  "energy_ev": -74607.3450,
  "total_charge": 1,
  "species": ["Pb", "S", "O", "O", "O", "O", "O", "O", "O", "O", "O", "O", "O", "O", "O", "N", "N", "N", "N", "N", "N", "N", "C", "C", "C", "C", "C", "C", "C", "C", "C", "C", "C", "C", "C", "C", "C", "C", "C", "C", "C", "C", "H", "H", "H", "H", "H", "H", "H", "H", "H", "H", "H", "H", "H", "H", "H", "H", "H", "H", "H", "H", "H", "H", "H", "H", "H", "H", "H", "H", "H", "H", "H", "H", "H", "H", "H", "H", "H", "H", "H", "H", "H", "H", "H", "H", "H", "H"],
  "xyz": [[-0.91, 1.00, -3.48], [0.97, 3.85, 3.90], [1.70, 2.74, 2.90], [1.91, 4.02, 5.03], [-0.25, 2.69, 4.20], [3.24, -4.47, -0.75], [-3.04, -0.41, -3.37], [0.37, -0.72, 0.50], [6.49, 2.30, -0.03], [0.17, 3.03, -2.32], [-0.39, -1.60, -3.25], [-3.68, -1.65, 3.66], [0.46, 5.04, 3.16], [0.81, 0.26, -1.32], [-1.14, 0.19, -0.69], [1.59, 4.16, -1.08], [0.06, -0.09, -0.47], [-3.46, 0.65, 3.40], [2.38, -2.42, -0.94], [-4.30, -1.68, -2.02], [5.15, 0.59, 0.69], [-0.53, -3.74, -3.96], [2.58, -3.54, -0.32], [-5.04, -0.19, 4.96], [-3.96, -2.45, -4.25], [2.74, -2.11, -2.28], [1.90, -3.59, 1.00], [0.45, 3.58, -1.25], [-3.97, -0.47, 3.93], [-2.49, 0.65, 2.35], [0.29, 1.38, 4.17], [-0.64, -2.78, -3.04], [-4.11, -0.97, -0.77], [5.35, 1.84, 0.35], [1.52, 1.39, 3.15], [-0.10, -3.45, -5.35], [2.08, 5.15, -0.05], [4.21, 2.79, 0.27], [-3.78, -1.39, -3.19], [-1.17, -3.22, -1.72], [3.85, -0.08, 0.86], [-0.65, 3.63, -0.20], [-3.37, -2.21, -5.14], [3.37, 2.45, 0.88], [-0.37, -3.74, -1.20], [0.82, -3.62, 0.93], [1.48, 6.05, 0.06], [-5.17, -0.74, -0.64], [-3.77, -1.40, 0.17], [2.08, 4.69, 0.94], [-0.43, 0.59, 4.01], [3.97, -1.14, 0.64], [-4.96, -2.42, -2.16], [1.30, 0.87, 2.22], [6.01, 0.11, 0.92], [-3.05, 0.64, 1.42], [0.91, -3.04, -5.24], [2.16, -1.26, -2.62], [-0.25, 3.64, 0.82], [1.96, -1.70, -0.39], [3.06, 5.47, -0.40], [-2.04, -3.88, -1.78], [-3.65, 1.57, 3.79], [-4.94, 0.80, 5.41], [-3.74, -3.44, -3.85], [-1.29, 2.76, -0.12], [-0.60, -4.72, -3.70], [3.02, 0.20, 0.22], [3.68, -0.14, 1.93], [3.76, -1.74, -2.37], [-1.85, -0.23, 2.28], [-1.34, 4.42, -0.47], [-1.43, -2.36, -1.10], [-0.28, -4.36, -5.92], [1.99, 4.06, -2.00], [-0.81, -2.78, -5.82], [0.61, 1.35, 5.21], [-5.00, -2.38, -4.57], [2.17, -4.51, 1.53], [-4.86, -0.96, 5.72], [2.60, -2.98, -2.92], [3.94, 2.77, -0.79], [-1.86, 1.54, 2.46], [2.47, 1.13, 3.62], [4.64, 3.77, 0.42], [-3.69, 0.01, -1.00], [-6.06, -0.38, 4.64], [2.16, -2.70, 1.58]]
}